The following is a DFT calculation (ωB97M-V with the def2-TZVPD basis set) of an isolated molecule of C5H10N2O in a non-equilibrium geometry.

Last column: natural (NBO) charge in e.
Element x y z (Å)
O: -1.959 1.208 0.871  -0.60
N: -2.052 0.587 -1.186  -0.81
N: -0.366 -1.749 0.025  -0.88
C: -1.535 0.359 0.086  0.64
C: 3.174 -0.338 0.481  -0.41
C: -0.265 -0.330 0.327  -0.14
C: 0.916 0.111 -0.558  -0.45
C: 2.127 0.445 0.322  -0.18
H: 1.233 -0.605 -1.388  0.22
H: 3.360 -1.387 0.144  0.19
H: 2.136 1.487 0.725  0.21
H: 4.133 -0.215 0.917  0.20
H: 0.466 -2.268 -0.231  0.39
H: -1.884 0.013 -1.875  0.37
H: -1.248 -2.200 0.041  0.38
H: -0.123 -0.157 1.490  0.22
H: 0.709 0.946 -1.327  0.24
H: -2.688 1.361 -1.279  0.41

Summary:
* ΔE to the lowest compared entry with this formula, charge and spin: 2.6959 eV
* SMILES string: C=CC[C@H](N)C(N)=O
* LUMO level: 0.031 Eh
* Kohn-Sham gap: 9.906 eV
* F_max: 5.88 eV/Å
* HOMO level: -9.057 eV


The following is a DFT calculation (ωB97M-V with the def2-TZVPD basis set) of a cluster of 2 separate species, C5H10N2O in total.

Last column: natural (NBO) charge in e.
Element x y z (Å)
O: 1.197 0.510 -1.727  -0.62
N: -1.405 -1.227 0.129  -0.43
N: 1.709 -0.303 0.323  -0.61
C: -1.252 0.084 0.530  -0.06
C: -1.392 1.144 -0.256  -0.42
C: 1.282 -0.406 -0.947  0.53
C: 2.159 0.956 0.871  -0.43
C: -2.421 -1.650 -0.475  -0.03
H: 1.990 0.980 1.945  0.20
H: -1.686 1.048 -1.284  0.20
H: -3.306 -1.046 -0.694  0.15
H: -0.896 0.166 1.548  0.20
H: -2.434 -2.681 -0.797  0.17
H: 1.595 1.754 0.384  0.23
H: 1.004 -1.443 -1.206  0.12
H: -1.146 2.129 0.090  0.21
H: 3.223 1.112 0.670  0.20
H: 1.779 -1.128 0.895  0.40

Summary:
* ΔE to the lowest compared entry with this formula, charge and spin: 1.8953 eV
* SMILES string: C=CN=C.CNC=O
* LUMO level: 0.036 Eh
* Kohn-Sham gap: 10.033 eV
* F_max: 0.91 eV/Å
* HOMO level: -9.056 eV


The following is a DFT calculation (ωB97M-V with the def2-TZVPD basis set) of an isolated molecule of C5H10N2O in a non-equilibrium geometry.

Last column: natural (NBO) charge in e.
Element x y z (Å)
O: -1.472 -0.262 1.509  -0.53
N: 0.353 -1.003 -1.344  -0.25
N: 0.799 0.258 -1.505  -0.45
C: -1.630 -1.473 0.585  -0.14
C: -0.418 0.344 0.754  -0.07
C: 1.300 1.237 -0.344  -0.22
C: -0.426 -1.658 -0.568  -0.02
C: 0.321 1.704 0.775  -0.42
H: 0.895 1.957 1.692  0.22
H: -2.665 -1.612 0.227  0.21
H: 2.066 0.667 0.157  0.18
H: -1.448 -2.348 1.211  0.19
H: 0.390 -0.344 0.672  0.16
H: -0.369 -2.723 -0.828  0.19
H: 1.793 2.041 -0.883  0.21
H: 1.533 0.285 -2.269  0.38
H: -0.227 2.615 0.416  0.21
H: -0.797 0.317 -0.259  0.17

Summary:
* ΔE to the lowest compared entry with this formula, charge and spin: 6.2574 eV
* SMILES string: C1=N\NCCCOC/1
* LUMO level: 0.036 Eh
* Kohn-Sham gap: 9.367 eV
* F_max: 2.27 eV/Å
* HOMO level: -8.375 eV


The following is a DFT calculation (ωB97M-V with the def2-TZVPD basis set) of an isolated molecule of C5H10N2O in a non-equilibrium geometry.

Last column: natural (NBO) charge in e.
Element x y z (Å)
O: 0.045 -0.607 1.280  -0.60
N: -1.350 -0.027 -1.659  -0.64
N: 2.158 0.476 1.317  -0.63
C: -0.658 -1.804 0.957  -0.25
C: 1.340 -0.150 0.599  0.58
C: -0.717 1.932 -0.406  -0.69
C: 1.014 -0.004 -0.820  -0.57
C: -0.493 0.513 -0.859  0.37
H: -1.256 2.496 -1.171  0.24
H: -1.082 -0.966 -1.960  0.33
H: -0.235 -2.344 0.103  0.17
H: -1.704 -1.544 0.771  0.19
H: -1.307 1.919 0.512  0.24
H: 0.213 2.467 -0.199  0.22
H: 1.053 -0.977 -1.311  0.23
H: 1.675 0.727 -1.295  0.25
H: -0.646 -2.464 1.828  0.18
H: 1.951 0.358 2.312  0.37

Summary:
* ΔE to the lowest compared entry with this formula, charge and spin: 2.3371 eV
* SMILES string: [H]/N=C(/C)C/C(=N/[H])OC
* LUMO level: 0.030 Eh
* Kohn-Sham gap: 10.632 eV
* F_max: 4.13 eV/Å
* HOMO level: -9.811 eV


The following is a DFT calculation (ωB97M-V with the def2-TZVPD basis set) of a cluster of 2 separate species, C5H10N2O in total in a non-equilibrium geometry.

Last column: natural (NBO) charge in e.
Element x y z (Å)
O: 0.930 0.306 -0.681  -0.59
N: 1.114 -2.285 -1.690  -0.85
N: -1.008 -2.849 -0.618  -0.39
C: 1.046 1.276 1.954  -0.61
C: -0.171 0.300 -0.155  0.62
C: -0.097 -2.369 -1.170  0.41
C: -1.470 0.452 -0.912  -0.75
C: -0.275 1.065 1.238  -0.49
H: -0.673 2.047 0.965  0.22
H: -1.333 1.052 -1.809  0.24
H: 0.910 1.934 2.811  0.21
H: -2.290 0.786 -0.283  0.23
H: 1.475 0.329 2.272  0.21
H: -1.863 -0.519 -1.211  0.26
H: 1.271 -2.314 -2.685  0.41
H: -1.035 0.608 1.873  0.22
H: 1.724 -1.627 -1.208  0.43
H: 1.744 1.808 1.310  0.22

Summary:
* ΔE to the lowest compared entry with this formula, charge and spin: 1.8123 eV
* SMILES string: CCC(C)=O.N#CN
* LUMO level: 0.020 Eh
* Kohn-Sham gap: 10.230 eV
* F_max: 4.83 eV/Å
* HOMO level: -9.677 eV


The following is a DFT calculation (ωB97M-V with the def2-TZVPD basis set) of an isolated molecule of C5H10N2O in a non-equilibrium geometry.

Last column: natural (NBO) charge in e.
Element x y z (Å)
O: 1.601 -1.431 0.404  -0.57
N: -0.601 -0.862 -0.610  -0.54
N: -1.872 1.365 -0.214  -0.77
C: 1.831 1.649 0.781  -0.62
C: 1.036 0.841 -0.202  -0.47
C: -1.042 0.502 0.211  0.29
C: 0.997 -0.560 -0.162  0.66
C: -1.200 -2.142 -0.223  -0.42
H: -0.980 -2.319 0.827  0.23
H: 2.798 1.961 0.375  0.21
H: -1.015 0.203 1.255  0.17
H: 0.778 1.313 -1.144  0.22
H: -0.724 -0.680 -1.603  0.40
H: 1.285 2.566 1.017  0.22
H: -0.784 -2.959 -0.814  0.22
H: -2.278 -2.099 -0.383  0.22
H: -1.845 1.569 -1.208  0.34
H: 2.016 1.082 1.694  0.22

Summary:
* ΔE to the lowest compared entry with this formula, charge and spin: 3.7718 eV
* SMILES string: [H]/N=C\[N@H+](C)/C([O-])=C/C
* LUMO level: 0.025 Eh
* Kohn-Sham gap: 8.119 eV
* F_max: 1.58 eV/Å
* HOMO level: -7.426 eV